Here is a cluster of 2 separate species, C8H11N3O2 in total at a distorted geometry from the OMol25 dataset. Energies are from wB97M-V/def2-TZVPD.

CARTESIAN COORDINATES (ANGSTROEM)
C: 1.46 2.29 0.24
C: 2.38 1.48 -0.40
C: 0.76 0.28 0.22
C: -1.34 -0.89 -0.67
C: -1.85 -0.93 1.72
C: -2.42 0.32 1.10
C: -0.95 -1.47 0.63
C: 2.42 -0.83 -1.20
N: 0.44 1.49 0.64
N: 1.89 0.27 -0.51
N: -2.25 0.13 -0.39
O: -0.79 -1.16 -1.72
O: -0.15 -2.52 0.75
H: 1.40 3.31 0.42
H: 3.20 1.77 -0.94
H: -1.55 -0.75 2.75
H: -2.44 -1.82 1.94
H: -3.56 0.46 1.09
H: -1.84 1.25 1.43
H: 2.46 -1.79 -0.64
H: 1.74 -1.00 -2.09
H: 3.42 -0.60 -1.64
H: -2.41 0.92 -0.92
H: 0.33 -2.67 -0.15

**Multiplicity**: 3
**HOMO level (spin up / spin down)**: -6.62 / -8.47 eV
**Expectation value of S²**: 2.012
**E_tot**: -626.0011 Ha
**ΔE to the lowest compared entry with this formula, charge and spin**: 4.1 kcal per mole
**Total charge**: 0